# 1
Molecular formula: C44H33ClO3PSSbTa
Method: DFT, the ωB97M-V functional and the def2-TZVPD basis

total charge: +3
highest occupied orbital energy: -16.18 eV
relative energy (zero: lowest compared OMol25 entry of this formula, charge and spin): 0.0 kJ/mol
F_max: 3.6 eV Å⁻¹
orbital gap: 6.66 eV

```
85
Properties=species:S:1:pos:R:3:forces:R:3:mulliken_charge:R:1
Ta 0.590353 0.707846 0.207750 0.3 -1.3 -0.6 1.6141
Cl 5.385916 5.997283 1.856103 -0.1 -0.4 0.1 -0.1408
C 4.551968 4.514162 1.569715 0.5 -0.5 0.1 -0.1208
C 5.126330 3.258028 1.827313 -0.4 0.1 0.3 -0.3968
C 4.448996 2.075999 1.520890 2.0 -0.9 1.1 -0.4273
C 3.196092 2.073252 1.004101 -1.5 0.7 -0.5 0.4590
O 2.464205 0.983781 0.743689 -0.6 0.2 -0.1 -1.0266
C 2.649383 3.343327 0.670022 -2.0 0.5 -1.8 0.9301
C 1.540076 3.498286 -0.285058 1.9 -1.2 1.2 -0.4488
O 0.763173 2.558516 -0.642343 0.1 -0.1 0.5 -0.6043
C 3.326990 4.518148 0.974380 0.4 1.3 -0.4 -0.7675
H 6.069509 3.211274 2.354414 0.2 -0.1 -0.3 0.4800
H 4.955385 1.129807 1.761018 -0.4 0.4 -0.1 0.4708
H 1.422060 4.387101 -0.879900 0.0 0.8 0.2 0.6270
H 2.977579 5.498234 0.670275 -0.5 -0.2 -0.1 0.5354
O -1.298084 1.043376 -0.943734 -0.1 0.0 1.2 -0.4045
C -1.462497 1.113314 0.288406 1.5 -0.2 -1.1 0.7366
C -2.383237 1.363229 1.298352 -1.3 0.0 0.2 0.3778
C -3.661398 1.894305 1.127019 0.1 0.2 -0.3 -0.4234
C -4.396571 2.261377 2.224940 0.2 -0.6 -0.2 -0.7741
C -3.860852 2.075525 3.503237 -0.3 1.1 -0.1 -0.7184
C -2.583980 1.592976 3.700439 0.2 -0.9 -0.7 -0.5373
C -1.863724 1.128332 2.563161 -0.4 1.0 2.4 0.4252
P -0.220487 0.409085 2.708827 -0.2 -1.1 -0.3 1.0820
C -0.325870 -1.205961 3.621638 -0.1 0.5 -1.1 0.5213
C -0.704882 -1.214510 4.957843 0.2 -1.3 -0.5 -0.3595
C -0.882785 -2.430159 5.609507 -0.3 0.6 0.9 -0.7413
C -0.626847 -3.608283 4.967555 0.5 -1.7 -0.5 -0.4404
C -0.231871 -3.617631 3.636045 -0.6 -0.3 -1.4 -0.6164
C -0.161466 -2.413583 2.928812 0.7 -0.3 -0.5 -0.1778
C 0.759337 1.579065 3.594367 1.2 -0.4 0.1 0.7409
C 0.658563 2.958310 3.445560 -1.6 0.3 -0.4 -0.4753
C 1.669656 3.723409 3.943063 1.3 0.9 1.1 -0.9394
C 2.800342 3.142718 4.592984 -1.4 2.3 -0.6 -0.4360
C 2.884193 1.816196 4.756044 0.4 -1.6 -0.2 -1.0368
C 1.900798 1.040498 4.197776 -1.3 -1.4 0.1 -0.7972
H -3.982153 2.077113 0.116022 -0.4 0.0 -0.1 0.6421
H -5.371657 2.662323 2.056217 -0.5 0.3 0.2 0.4916
H -4.402488 2.467896 4.357671 -0.1 -0.3 0.0 0.4506
H -2.257456 1.558486 4.742687 0.4 -0.3 -0.5 0.3525
H -0.858158 -0.333791 5.490156 -0.2 1.5 0.8 0.5059
H -1.236077 -2.462313 6.644775 0.2 0.2 -0.4 0.4244
H -0.703289 -4.590377 5.457570 -0.1 0.7 0.0 0.3987
H -0.139732 -4.572322 3.050900 0.1 1.0 0.9 0.3611
H 0.076252 -2.453015 1.838165 -0.2 0.2 1.1 -0.0087
H -0.275084 3.424266 3.037966 1.0 -0.4 0.3 0.3927
H 1.567883 4.809992 3.965438 0.1 -0.3 -0.2 0.4890
H 3.539379 3.772703 5.031381 0.4 0.5 0.1 0.5684
H 3.711333 1.346912 5.259141 0.2 0.0 0.2 0.4938
H 1.900155 -0.047032 4.308250 0.4 0.3 0.0 0.4367
S 0.699976 -1.417886 -0.735756 -0.1 0.0 -0.1 -0.4682
Sb -0.517692 -1.725067 -2.845949 -0.7 -0.4 0.2 1.4838
C -0.643969 -3.783805 -3.121049 1.0 0.5 0.3 0.6369
C -1.538333 -4.191523 -4.055671 -2.0 -1.2 -1.8 -0.2061
C -1.519968 -5.519181 -4.575055 0.1 0.6 0.4 -0.8874
C -0.547596 -6.388762 -4.173777 1.5 1.9 2.1 -0.4037
C 0.429199 -5.936247 -3.183521 -2.1 -0.7 -2.8 -0.8910
C 0.383008 -4.643729 -2.725298 0.6 -1.1 0.2 -0.3731
C 0.845883 -0.914244 -4.185293 -0.3 -0.9 0.5 0.5363
C 1.571387 -1.811954 -4.943835 -0.2 0.3 -0.7 -0.5755
C 2.558463 -1.266100 -5.754049 0.5 -1.9 -0.5 -0.6126
C 2.746784 0.093832 -5.782770 0.4 -0.8 -0.9 -0.5198
C 2.064188 0.959386 -4.984617 0.4 1.1 -0.2 -1.0221
C 1.124519 0.424807 -4.162803 -0.6 0.7 1.2 -0.0996
C -2.470658 -0.914316 -2.911418 0.8 -1.3 0.3 0.4624
C -2.585337 0.105081 -3.804129 -2.2 0.9 0.6 -0.3868
C -3.851963 0.724179 -3.944426 2.1 0.0 -0.6 -0.6585
C -4.913810 0.293540 -3.217849 -2.4 -0.3 0.0 -0.5982
C -4.800150 -0.814988 -2.386742 0.9 -0.5 0.6 -0.4867
C -3.564982 -1.461123 -2.238403 -0.8 0.8 0.0 -0.7597
H -2.329924 -3.587133 -4.525329 0.5 0.2 0.7 0.2979
H -2.245075 -5.848905 -5.305526 -0.1 0.3 -0.1 0.4175
H -0.421695 -7.340423 -4.605016 -0.1 -1.1 -0.4 0.4783
H 1.206444 -6.652619 -3.059352 0.7 0.0 0.9 0.4212
H 1.219449 -4.383745 -2.115105 0.2 0.7 0.6 0.3704
H 1.261932 -2.838475 -5.022424 0.3 -0.4 0.2 0.4561
H 3.202518 -1.953470 -6.373310 -0.9 1.0 0.6 0.3663
H 3.396680 0.421586 -6.541016 1.0 0.8 -0.5 0.4534
H 2.304729 2.021868 -5.034671 -0.3 -0.3 0.2 0.4402
H 0.627211 1.030968 -3.431234 -0.4 0.5 0.1 0.4680
H -1.753037 0.496676 -4.300209 1.1 0.5 -0.9 0.6261
H -3.860681 1.541225 -4.637039 -0.5 0.3 -0.2 0.4689
H -5.954224 0.690257 -3.346382 1.3 0.0 0.1 0.4060
H -5.648345 -1.146218 -1.790226 0.1 -0.1 -0.3 0.4571
H -3.520217 -2.330924 -1.611282 0.3 -0.2 0.2 0.5140
```
Forces are in eV/Å.



# 2
Molecular formula: C4H4N2S
Method: DFT, the ωB97M-V functional and the def2-TZVPD basis

total charge: 0
highest occupied orbital energy: -8.70 eV
relative energy (zero: lowest compared OMol25 entry of this formula, charge and spin): 230.4 kJ/mol
F_max: 1.4 eV Å⁻¹
SMILES: C=C1C=NN=CS1
orbital gap: 8.56 eV

```
11
Properties=species:S:1:pos:R:3:forces:R:3:mulliken_charge:R:1
C -0.251112 1.997624 0.250641 0.5 -0.5 0.5 -0.8963
C -0.025362 0.681213 0.144649 0.2 0.4 0.1 0.7879
C -0.816159 -0.161839 -0.752532 -1.1 0.2 -0.9 -0.1686
N -0.762022 -1.417988 -0.999962 0.2 0.7 0.2 -0.3619
N 0.194441 -2.234853 -0.363529 0.2 0.2 0.2 -0.4267
C 1.030217 -1.756507 0.471184 -0.3 -0.2 -0.1 0.0073
S 1.249516 -0.122202 1.055296 -0.1 -0.1 -0.1 -0.1097
H 0.314391 2.649241 0.921714 -0.2 -0.3 -0.3 0.2475
H -1.027991 2.439452 -0.332288 -0.4 0.2 -0.3 0.2601
H -1.623845 0.396324 -1.321208 1.0 -0.7 0.7 0.2856
H 1.717926 -2.470465 0.926036 0.0 0.2 -0.1 0.3748
```
Forces are in eV/Å.



# 3
Molecular formula: CH8N2O
Method: DFT, the ωB97M-V functional and the def2-TZVPD basis

total charge: 0
highest occupied orbital energy: -9.98 eV
relative energy (zero: lowest compared OMol25 entry of this formula, charge and spin): 596.6 kJ/mol
F_max: 5.7 eV Å⁻¹
orbital gap: 7.14 eV

```
12
Properties=species:S:1:pos:R:3:forces:R:3:mulliken_charge:R:1
N 0.516869 -0.821337 1.906792 -0.9 1.1 -0.3 -0.6135
H -0.483985 -0.583817 1.791451 1.0 0.1 -0.3 0.2424
H 0.517447 -1.713586 2.325005 0.2 -1.2 0.6 0.2318
H -2.794770 0.003879 -0.115614 -0.5 -0.7 0.3 -0.1601
H 1.018798 -0.892735 1.030715 -0.3 0.1 0.0 0.1917
N 1.762868 0.581060 -1.467985 0.8 -1.0 1.7 -0.3831
C 0.441674 0.808664 -1.328742 0.7 1.9 5.3 -0.2125
O -0.104961 1.712570 -0.542597 0.3 -1.6 -0.6 -0.5107
H 2.300068 1.017254 -0.633910 -1.1 -0.4 -1.5 0.3148
H -3.184140 -0.619550 0.119532 0.5 0.8 -0.3 0.1590
H 0.030264 -0.312961 -0.860138 1.3 1.7 -1.0 0.2650
H -0.020129 0.820559 -2.224507 -2.1 -0.6 -3.9 0.4753
```
Forces are in eV/Å.



# 4
Molecular formula: C21H9Cl5N3O8RuS2
Method: DFT, the ωB97M-V functional and the def2-TZVPD basis

total charge: -2
highest occupied orbital energy (spin up / spin down): -3.30 / -3.16 eV
relative energy (zero: lowest compared OMol25 entry of this formula, charge and spin): 69.3 kJ/mol
spin multiplicity: 2
F_max: 0.5 eV Å⁻¹
⟨S²⟩: 0.75
orbital gap (spin up / spin down): 7.36 / 7.22 eV

```
49
Properties=species:S:1:pos:R:3:forces:R:3:mulliken_charge:R:1
Ru 0.095393 -0.408316 -0.318941 -0.3 0.2 -0.1 0.7739
Cl -0.933861 2.893190 -0.165726 0.0 0.0 0.0 -0.1696
C -0.959518 1.959757 1.291052 0.0 0.0 0.0 1.2017
C -0.584266 0.610896 1.298965 0.0 -0.2 0.0 -1.0095
C -0.629004 -0.032334 2.538776 0.0 0.0 0.0 0.9309
Cl -0.128332 -1.686419 2.664146 0.0 0.0 0.0 -0.1744
C -1.052785 0.602905 3.702512 0.0 0.0 0.0 -0.0350
Cl -1.092138 -0.244225 5.212465 0.0 0.0 0.0 -0.2417
C -1.441735 1.933045 3.656692 0.0 0.0 0.1 0.3816
Cl -1.969800 2.739425 5.095758 0.0 0.0 0.0 -0.2338
C -1.389384 2.611149 2.446702 0.0 0.0 0.0 0.0446
Cl -1.867831 4.275303 2.400471 0.0 0.0 0.0 -0.2478
O 1.992949 -1.906902 -4.122285 0.0 0.1 -0.1 -0.7751
S 1.832035 -1.334358 -2.805169 0.2 -0.4 0.3 1.5333
O 0.864388 -0.243142 -2.713736 -0.2 0.0 0.1 -0.5430
O 1.653256 -2.291652 -1.723712 0.0 0.1 -0.2 -0.6208
C 3.433645 -0.567386 -2.441418 0.0 0.0 0.1 -0.4709
C 4.417517 -0.718982 -3.408714 0.0 0.0 0.0 -0.5566
C 5.702039 -0.231651 -3.219307 0.0 0.0 0.0 -0.5042
C 6.022929 0.417404 -2.041336 0.0 0.0 0.0 -0.5443
C 5.050976 0.586595 -1.066683 0.0 0.0 0.0 -0.5296
C 3.759646 0.106301 -1.252695 0.0 0.0 -0.1 -0.2135
S 2.631712 0.471096 0.099859 -0.2 -0.1 0.2 1.6681
O 1.477757 1.220222 -0.470695 0.3 0.0 0.1 -0.6014
O 3.410881 1.213213 1.049062 0.0 -0.1 0.0 -0.7174
O 2.050605 -0.802685 0.599621 0.3 0.3 -0.2 -0.6147
H 4.143113 -1.241208 -4.314732 0.0 0.0 0.0 0.5489
H 6.448272 -0.366350 -3.993501 0.0 0.0 0.0 0.3626
H 7.022345 0.799894 -1.873116 0.0 0.0 0.0 0.3614
H 5.280095 1.102548 -0.146418 0.0 0.0 0.0 0.5344
O -1.493803 0.229864 -1.344498 -0.1 0.0 -0.2 -0.0548
C -2.714873 0.376025 -0.962391 0.0 0.1 0.1 -0.1081
O -3.175610 0.211824 0.158717 0.0 0.0 0.0 -0.7044
C -3.615893 0.841853 -2.089128 0.1 0.0 0.0 0.3341
C -3.144325 0.933083 -3.393893 0.0 0.0 0.0 -0.2427
C -3.987917 1.363765 -4.407990 0.0 0.0 0.0 -0.6534
C -5.302908 1.707967 -4.123058 0.0 0.0 0.0 -0.3136
C -5.774635 1.614815 -2.819894 0.0 0.0 0.0 -0.5434
C -4.932765 1.179408 -1.807478 0.0 0.0 0.0 -0.3733
H -2.117077 0.656235 -3.591319 0.0 0.0 0.0 0.4256
H -3.621080 1.423939 -5.425951 0.0 0.0 0.0 0.3749
H -5.961880 2.040160 -4.917428 0.0 0.0 0.0 0.3515
H -6.802832 1.874981 -2.595900 0.0 0.0 0.0 0.3633
H -5.272620 1.084773 -0.784457 0.0 0.0 0.0 0.4155
N -4.337067 -3.434476 -2.723790 0.0 0.0 -0.1 -0.6332
C -3.242853 -3.461780 -2.341632 0.0 -0.2 0.1 0.5742
N -1.990802 -3.636298 -1.941589 0.1 0.1 0.0 -0.7837
C -1.468923 -2.809767 -1.113514 -0.3 0.1 0.4 0.7244
N -0.987356 -2.132363 -0.285172 0.2 0.1 -0.4 -0.6909
```
Forces are in eV/Å.